1.
31
Properties=species:S:1:pos:R:3:lowdin_charge:R:1 method="wB97M-V/def2-TZVPD" fmax_ev_per_a=6.309 e_lumo_ev="-5.9 / -9.7" total_charge=+2 spin_multiplicity=3 e_above_lowest_kcal_mol=0.0 homo_ha="-0.4411 / -0.6306" gap_ev="6.131 / 7.465"
C -0.99 -1.51 -2.10 0.072
C 0.00 -0.74 -1.66 -0.182
C -1.54 0.86 -0.42 -0.054
C 1.75 -1.04 0.94 -0.003
C 0.84 1.49 -0.95 -0.127
C -0.13 0.36 -0.68 -0.347
C 0.33 -0.55 1.09 -0.456
N 0.16 0.32 2.20 0.116
N -0.68 -1.58 1.22 0.026
N 0.46 2.11 -2.26 0.214
N -0.81 -1.93 2.60 0.163
H -0.79 -2.30 -2.80 0.084
H -2.01 -1.39 -1.79 0.080
H 1.01 -0.93 -2.00 0.121
H -1.55 1.74 0.22 0.090
H -2.05 1.11 -1.35 0.101
H -2.13 0.08 0.05 0.084
H 2.43 -0.23 0.69 0.088
H 2.12 -1.48 1.87 0.102
H 1.83 -1.79 0.15 0.094
H 0.79 2.27 -0.18 0.140
H 1.87 1.14 -1.04 0.133
H -0.63 0.95 2.13 0.118
H 1.00 0.83 2.44 0.133
H -0.53 -2.36 0.60 0.145
H 1.13 2.83 -2.57 0.186
H -0.47 2.54 -2.19 0.173
H 0.41 1.37 -2.98 0.176
H -0.46 -0.97 3.01 0.158
H -0.22 -2.72 2.93 0.186
H -1.79 -2.13 2.85 0.185



2.
26
Properties=species:S:1:pos:R:3:lowdin_charge:R:1 method="wB97M-V/def2-TZVPD" fmax_ev_per_a=4.604 e_lumo_ev=0.8 spin_multiplicity=1 e_above_lowest_kcal_mol=80.7 homo_ha=-0.3249 gap_ev=9.603
C 1.68 0.05 0.00 -0.511
C 1.09 -0.42 1.29 -0.078
C 1.82 -1.04 -1.03 -0.079
C 2.92 0.89 0.16 -0.080
C 0.43 1.30 -0.77 -0.056
H 1.59 -1.33 1.63 0.091
H 0.04 -0.68 1.12 0.055
H 1.13 0.34 2.06 0.086
H 2.17 -0.64 -1.98 0.082
H 2.55 -1.78 -0.69 0.086
H 0.87 -1.55 -1.18 0.070
H 3.26 1.29 -0.79 0.081
H 3.72 0.27 0.57 0.094
H 2.75 1.72 0.85 0.082
H -0.51 1.49 -1.30 0.062
H 1.09 1.66 -1.56 0.049
H 0.45 2.06 0.01 0.057
C -3.88 -1.00 0.10 -0.038
C -2.52 -0.36 0.17 -0.564
O -2.48 0.82 0.91 0.019
N -1.52 -0.78 -0.46 0.100
H -3.36 1.06 1.21 0.085
H -0.63 0.09 -0.57 0.074
H -4.24 -1.25 1.10 0.077
H -4.60 -0.32 -0.36 0.081
H -3.82 -1.91 -0.50 0.076



3.
118
Properties=species:S:1:pos:R:3:lowdin_charge:R:1 method="wB97M-V/def2-TZVPD" fmax_ev_per_a=1.794 e_lumo_ev="2.0 / 2.0" total_charge=-1 spin_multiplicity=3 e_above_lowest_kcal_mol=0.0 homo_ha="-0.1030 / -0.1029" gap_ev="4.842 / 4.839"
Ni -0.42 0.12 0.28 0.242
C -5.37 4.05 -1.10 -0.054
O -5.93 4.08 0.21 -0.099
C -5.17 4.72 1.15 -0.242
C -5.61 5.92 1.68 -0.011
C -4.86 6.57 2.66 -0.096
C -3.68 6.01 3.10 -0.088
C -3.24 4.79 2.59 -0.015
C -3.98 4.13 1.61 -0.172
N -3.65 2.87 1.13 0.171
C -2.42 2.37 0.72 -0.367
N -1.40 3.23 0.67 0.172
C -0.22 3.08 -0.10 -0.193
C 0.24 1.86 -0.61 -0.114
C 1.35 1.94 -1.46 -0.131
C 1.99 3.13 -1.75 -0.099
C 1.57 4.31 -1.16 -0.037
C 0.45 4.28 -0.34 -0.248
O -0.03 5.45 0.24 -0.138
C 0.68 5.81 1.42 -0.081
N -2.31 1.14 0.34 0.059
C -3.47 0.35 0.24 -0.234
C -3.84 -0.46 1.31 -0.042
C -4.94 -1.30 1.24 -0.097
C -5.72 -1.31 0.09 -0.103
C -5.38 -0.50 -0.97 -0.025
C -4.26 0.32 -0.93 -0.235
O -4.08 1.11 -2.03 -0.102
C -2.78 1.51 -2.46 -0.057
H -5.87 4.80 -1.73 0.090
H -5.53 3.06 -1.53 0.081
H -4.30 4.27 -1.09 0.094
H -6.53 6.35 1.32 0.116
H -5.22 7.50 3.08 0.097
H -3.10 6.50 3.87 0.101
H -2.34 4.33 2.98 0.123
H -4.44 2.31 0.85 0.142
H -1.57 4.18 0.97 0.111
H 1.75 1.03 -1.89 0.069
H 2.86 3.13 -2.40 0.095
H 2.09 5.24 -1.33 0.110
H 1.75 5.87 1.23 0.090
H 0.50 5.08 2.22 0.094
H 0.30 6.79 1.72 0.083
H -3.24 -0.40 2.21 0.095
H -5.20 -1.93 2.09 0.098
H -6.59 -1.95 0.02 0.097
H -5.97 -0.50 -1.88 0.115
H -2.81 1.50 -3.55 0.090
H -2.01 0.82 -2.11 0.055
H -2.54 2.51 -2.11 0.084
O 3.46 -1.51 5.15 -0.066
C 3.57 -0.17 4.69 -0.258
C 2.98 -0.02 3.28 -0.499
C 3.17 1.48 2.95 -0.305
O 2.50 1.97 1.84 -0.158
C 1.49 -0.50 3.41 -0.492
Se -0.15 0.38 2.66 0.606
C 3.84 -0.91 2.34 -0.597
Se 4.35 -0.29 0.53 0.299
H 3.86 -1.56 6.02 0.077
H 4.62 0.14 4.67 0.123
H 3.03 0.51 5.37 0.118
H 4.25 1.65 2.84 0.106
H 2.81 2.07 3.81 0.117
H 2.80 1.45 1.07 -0.041
H 1.25 -0.49 4.47 0.028
H 1.42 -1.53 3.06 0.007
H 3.37 -1.89 2.19 0.010
H 4.81 -1.09 2.81 0.027
N 1.13 -1.11 0.25 0.170
C 1.31 -2.24 0.44 -0.139
C 1.78 -3.58 0.57 -0.188
C 2.29 -4.23 -0.56 -0.005
C 2.70 -5.55 -0.47 -0.068
C 2.63 -6.23 0.74 -0.082
C 2.17 -5.57 1.87 -0.074
C 1.74 -4.26 1.79 -0.017
H 2.38 -3.69 -1.48 0.091
H 3.08 -6.04 -1.35 0.103
H 2.94 -7.26 0.80 0.099
H 2.15 -6.08 2.82 0.104
H 1.39 -3.76 2.68 0.117
O -1.40 -1.13 -1.21 -0.331
P -1.52 -2.53 -1.69 0.833
C -3.00 -2.74 -2.72 -0.251
C -4.13 -3.44 -2.31 -0.071
C -5.25 -3.45 -3.11 -0.085
C -5.26 -2.76 -4.32 -0.085
C -4.14 -2.04 -4.72 -0.072
C -3.01 -2.04 -3.92 -0.070
C -1.72 -3.71 -0.32 -0.269
C -1.92 -3.16 0.94 -0.072
C -2.20 -3.98 2.02 -0.056
C -2.27 -5.35 1.84 -0.078
C -2.04 -5.91 0.58 -0.082
C -1.77 -5.09 -0.50 -0.083
C -0.12 -2.96 -2.76 -0.265
C -0.10 -4.10 -3.56 -0.082
C 1.02 -4.36 -4.34 -0.083
C 2.11 -3.50 -4.30 -0.079
C 2.08 -2.36 -3.51 -0.068
C 0.96 -2.08 -2.75 -0.081
H -4.12 -3.96 -1.36 0.106
H -6.14 -3.99 -2.80 0.104
H -6.14 -2.76 -4.94 0.101
H -4.14 -1.49 -5.65 0.104
H -2.12 -1.48 -4.21 0.117
H -1.85 -2.08 1.08 0.062
H -2.36 -3.55 3.00 0.114
H -2.49 -6.00 2.68 0.102
H -2.08 -6.98 0.45 0.101
H -1.61 -5.51 -1.48 0.100
H -0.95 -4.76 -3.59 0.102
H 1.05 -5.25 -4.96 0.100
H 2.99 -3.72 -4.89 0.104
H 2.94 -1.70 -3.46 0.119
H 0.92 -1.19 -2.13 0.081



4.
23
Properties=species:S:1:pos:R:3:lowdin_charge:R:1 method="wB97M-V/def2-TZVPD" smiles="C=[N+]1CNCN2CN[C@H](Br)[C@@H]21" fmax_ev_per_a=3.627 e_lumo_ev=-4.9 total_charge=+1 spin_multiplicity=1 e_above_lowest_kcal_mol=41.5 homo_ha=-0.4798 gap_ev=8.127
C -0.46 0.55 0.64 -0.255
C 1.57 -0.03 -0.65 -0.230
C -0.40 0.14 -1.85 -0.109
C 1.41 -0.16 1.79 -0.126
C -2.19 1.32 -0.80 0.177
C -0.67 -0.84 1.56 -0.656
N 1.04 0.55 0.55 -0.076
N -1.11 0.69 -0.59 -0.075
N 0.61 -0.80 -1.44 -0.024
N 0.62 -1.44 1.58 -0.005
Br -2.18 -1.85 0.79 0.722
H -1.09 -0.34 2.50 0.117
H -0.81 1.28 1.42 0.167
H 2.08 0.80 -1.25 0.151
H 2.38 -0.64 -0.51 0.104
H -1.17 -0.18 -2.52 0.130
H 0.19 0.96 -2.33 0.153
H 2.49 -0.30 1.67 0.127
H 1.25 0.29 2.83 0.166
H -2.60 1.90 0.01 0.131
H -2.73 1.10 -1.75 0.153
H 0.99 -1.37 -2.27 0.189
H 0.78 -1.63 0.60 0.069



5.
61
Properties=species:S:1:pos:R:3:lowdin_charge:R:1 method="wB97M-V/def2-TZVPD" fmax_ev_per_a=1.108 e_lumo_ev="0.1 / -3.1" spin_multiplicity=2 e_above_lowest_kcal_mol=29.5 homo_ha="-0.3264 / -0.3325" gap_ev="9.022 / 5.930"
Na 1.34 -1.87 0.01 0.273
C 3.45 1.35 -0.23 -0.054
C 2.98 0.69 -1.50 -0.258
O 2.75 -0.70 -1.28 -0.204
C 2.68 -1.47 -2.49 -0.249
C 3.17 -2.87 -2.20 -0.041
H 3.77 2.37 -0.45 0.082
H 4.30 0.81 0.19 0.089
H 2.66 1.39 0.53 0.045
H 3.74 0.80 -2.29 0.117
H 2.06 1.16 -1.88 0.106
H 3.30 -1.00 -3.25 0.118
H 1.64 -1.48 -2.85 0.109
H 4.23 -2.85 -1.96 0.087
H 3.02 -3.49 -3.09 0.091
H 2.65 -3.35 -1.38 0.071
F -0.58 -1.58 -0.62 -0.311
As -1.11 -3.25 -0.98 0.737
F -2.44 -2.57 -1.83 -0.234
F -1.98 -3.23 0.49 -0.214
F -1.56 -4.85 -1.33 -0.199
F 0.34 -3.77 -0.12 -0.234
F -0.13 -3.14 -2.41 -0.224
O 2.10 -2.19 1.96 0.043
C 1.44 -1.25 2.38 -0.460
N 1.01 -0.26 1.53 -0.160
S -0.14 0.77 1.81 0.794
O -0.69 0.43 3.31 -0.205
O 0.31 2.16 1.87 -0.402
C 0.09 -0.27 4.22 -0.235
C -0.24 -0.10 5.55 0.002
C 0.47 -0.81 6.51 -0.064
C 1.49 -1.68 6.13 -0.070
C 1.80 -1.84 4.79 0.001
C 1.10 -1.12 3.82 -0.078
H -1.04 0.58 5.82 0.124
H 0.22 -0.69 7.55 0.107
H 2.03 -2.24 6.89 0.105
H 2.58 -2.51 4.46 0.124
C -2.21 2.89 -3.09 -0.180
N -2.41 1.45 -3.08 -0.135
C -3.66 1.12 -2.39 -0.161
N -3.72 1.67 -1.04 -0.139
C -3.48 3.11 -1.08 -0.176
N -2.23 3.49 -1.75 -0.141
C -1.04 3.11 -0.98 -0.280
P -1.03 1.28 -0.79 1.106
C -1.26 0.72 -2.56 -0.263
C -2.74 1.01 -0.18 -0.296
H -3.02 3.34 -3.66 0.131
H -1.27 3.13 -3.58 0.130
H -3.78 0.04 -2.35 0.132
H -4.48 1.55 -2.97 0.131
H -3.48 3.51 -0.07 0.133
H -4.30 3.57 -1.64 0.130
H -1.04 3.56 0.01 0.090
H -0.13 3.44 -1.50 0.098
H -1.42 -0.36 -2.57 0.074
H -0.37 0.96 -3.14 0.094
H -2.80 1.40 0.84 0.090
H -2.91 -0.07 -0.13 0.100



6.
22
Properties=species:S:1:pos:R:3:lowdin_charge:R:1 method="wB97M-V/def2-TZVPD" smiles=CC(C)C.CC fmax_ev_per_a=1.428 e_lumo_ev=1.2 spin_multiplicity=1 e_above_lowest_kcal_mol=11.8 homo_ha=-0.4117 gap_ev=12.358
C 0.34 0.97 1.39 -0.475
C 1.11 2.28 1.55 -0.106
C -0.56 1.09 0.17 -0.094
C 1.35 -0.20 1.33 -0.080
H -0.27 0.85 2.28 0.119
H 1.91 2.27 2.29 0.069
H 0.09 0.93 -0.70 0.082
H -1.37 0.37 0.18 0.061
H -0.97 2.08 0.04 0.070
H 2.18 0.03 1.99 0.067
H 0.94 -1.08 1.84 0.074
H 0.49 3.13 1.85 0.074
H 1.54 2.54 0.58 0.081
H 1.59 -0.42 0.29 0.066
C -1.68 -1.65 -2.29 -0.145
C -0.40 -2.05 -1.47 -0.152
H -1.39 -1.27 -3.26 0.054
H -2.25 -2.55 -2.49 0.055
H -2.24 -0.91 -1.72 0.045
H -0.48 -1.54 -0.53 0.016
H -0.42 -3.13 -1.31 0.059
H 0.50 -1.73 -1.97 0.060



7.
17
Properties=species:S:1:pos:R:3:lowdin_charge:R:1 method="wB97M-V/def2-TZVPD" fmax_ev_per_a=3.657 e_lumo_ev=-4.9 spin_multiplicity=1 e_above_lowest_kcal_mol=150.9 homo_ha=-0.3026 gap_ev=3.375
S -2.47 1.28 0.39 0.353
S 2.27 -0.29 1.69 0.841
C 1.14 0.38 0.58 -0.641
C 0.42 -0.81 -0.12 -0.445
C -0.34 -1.53 1.02 -0.068
N -0.67 -0.39 -1.05 -0.024
C -0.32 0.10 -2.31 -0.295
O 0.83 0.00 -2.79 -0.003
H -3.72 1.14 0.87 -0.274
H 0.37 1.14 1.00 0.092
H 1.73 0.92 -0.18 0.092
H 1.24 -1.35 -0.78 0.177
H -0.93 -2.46 0.98 0.087
H -1.07 -0.69 1.43 0.073
H 0.53 -1.68 1.73 0.028
H -1.42 0.36 -0.68 -0.131
H -1.12 0.54 -2.93 0.139



8.
77
Properties=species:S:1:pos:R:3:lowdin_charge:R:1 method="wB97M-V/def2-TZVPD" fmax_ev_per_a=2.971 e_lumo_ev="4.3 / 4.3" total_charge=-2 spin_multiplicity=5 e_above_lowest_kcal_mol=0.0 homo_ha="0.0913 / -0.0920" gap_ev="1.855 / 6.796"
Fe 0.50 -0.22 0.64 0.556
N -0.55 -2.36 2.89 0.101
N 0.18 -2.19 -0.60 -0.089
C 1.67 1.49 0.13 -0.270
C 2.52 0.37 0.43 -0.286
C 2.27 -0.03 1.79 -0.289
C 2.99 -1.08 2.55 -0.054
H 3.56 -1.73 1.88 0.069
H 2.29 -1.70 3.13 0.071
H 3.70 -0.62 3.25 0.082
C 1.32 0.89 2.35 -0.254
C 0.95 0.97 3.78 -0.044
H 1.71 1.50 4.38 0.085
H 0.89 -0.05 4.18 0.073
H -0.02 1.46 3.91 0.070
C 0.90 1.80 1.30 -0.272
C -0.02 2.95 1.45 -0.044
H -0.84 2.72 2.14 0.064
H -0.45 3.21 0.48 0.075
H 0.52 3.83 1.83 0.080
C 3.60 -0.19 -0.43 -0.056
H 4.56 -0.20 0.11 0.076
H 3.73 0.39 -1.35 0.057
H 3.38 -1.24 -0.71 0.072
C 1.69 2.32 -1.11 -0.037
H 0.67 2.52 -1.45 0.080
H 2.23 1.81 -1.91 0.058
H 2.18 3.30 -0.93 0.081
C -1.49 -2.79 3.74 -0.131
H -1.69 -2.17 4.62 0.098
C -2.23 -3.95 3.51 -0.077
H -2.99 -4.21 4.24 0.091
C -1.96 -4.70 2.36 -0.089
H -2.46 -5.66 2.19 0.091
C -1.01 -4.21 1.45 -0.029
H -0.72 -4.75 0.55 0.085
C -0.39 -2.97 1.72 -0.261
C 0.54 -2.27 0.79 -0.179
H 1.57 -2.66 0.92 0.105
C 0.11 -0.89 -1.08 -0.079
C 0.02 -3.10 -1.64 -0.059
H -0.02 -4.15 -1.46 0.094
C -0.09 -2.39 -2.77 -0.061
H -0.24 -2.70 -3.79 0.108
N 0.04 -1.04 -2.43 -0.021
C 0.12 0.06 -3.36 -0.144
C 1.33 0.35 -4.01 -0.221
C 1.39 1.47 -4.84 -0.097
H 2.33 1.72 -5.34 0.070
C 0.26 2.27 -5.04 -0.290
C 0.31 3.45 -5.95 -0.353
H 0.28 4.39 -5.38 0.041
H -0.54 3.45 -6.64 0.029
H 1.24 3.43 -6.53 0.007
C -0.93 1.97 -4.37 -0.062
H -1.82 2.59 -4.52 0.092
C -1.01 0.87 -3.51 -0.213
C -2.27 0.54 -2.79 -0.049
H -2.68 -0.42 -3.13 0.083
H -2.99 1.32 -3.01 0.071
H -2.14 0.48 -1.70 0.062
C 2.55 -0.48 -3.80 -0.088
H 2.67 -1.22 -4.61 0.069
H 2.54 -1.03 -2.86 0.055
H 3.44 0.17 -3.81 0.067
N -2.71 -0.09 6.61 0.047
C -2.85 0.18 5.48 -0.283
C -2.98 0.50 4.09 -0.283
C -4.08 1.18 3.56 -0.122
C -4.05 1.47 2.19 -0.124
C -2.96 1.07 1.40 -0.237
N -1.93 0.38 1.90 0.032
C -1.95 0.14 3.21 -0.172
H -4.92 1.48 4.19 0.082
H -4.82 2.03 1.68 0.076
H -2.89 1.33 0.35 0.070
H -1.07 -0.38 3.54 0.045